No. 1
# C35H56CrN3O2P2

A molecular structure, C35H56CrN3O2P2 at a distorted geometry (wB97M-V/def2-TZVPD, the OMol25 dataset).

Its largest force on an atom is 0.114 hartree/bohr. The frontier orbital gap (alpha / beta) is 5.67 / 6.02 eV. The calculation puts the molar mass at 664.80 g/mol. The lowest unoccupied orbital energy (alpha / beta) comes out at -2.646 / -2.960 eV. The spin multiplicity is 5. The value obtained for the energy is -3408.8337 Ha. As for the charge: +1.

Cartesian coordinates (Å):
C 2.108 -0.141 -2.639
C 0.369 1.440 -2.491
C 2.359 0.227 -3.952
C 0.661 1.958 -3.768
C 1.683 1.324 -4.481
H 3.034 -0.396 -4.546
H 0.054 2.798 -4.180
H 1.890 1.690 -5.488
N 1.230 0.556 -1.888
P 2.686 -1.456 -0.276
P -2.024 1.959 -0.412
C 2.598 -1.469 -2.107
H 1.885 -2.278 -2.386
H 3.562 -1.752 -2.556
C -1.039 1.537 -2.000
H -1.650 2.082 -2.739
C -3.793 2.058 -1.116
C -1.567 3.302 0.902
C 2.046 -3.100 0.353
C 4.490 -1.072 -0.016
C -4.482 0.858 -0.423
H -4.366 0.902 0.673
H -5.563 0.897 -0.634
H -4.107 -0.109 -0.759
C -4.552 3.349 -0.746
H -4.591 3.536 0.330
H -4.131 4.232 -1.250
H -5.599 3.247 -1.084
C -3.947 1.938 -2.658
H -4.970 1.626 -2.887
H -3.756 2.890 -3.197
H -3.310 1.150 -3.058
C -2.588 3.205 2.055
H -2.510 2.234 2.566
H -2.369 4.002 2.784
H -3.632 3.322 1.746
C -0.178 3.013 1.488
H -0.129 2.013 1.934
H 0.612 3.099 0.733
H 0.030 3.751 2.284
C -1.546 4.666 0.218
H -2.534 4.949 -0.169
H -1.229 5.428 0.952
H -0.840 4.677 -0.623
C 4.866 -1.203 1.466
H 5.916 -0.890 1.574
H 4.258 -0.552 2.103
H 4.791 -2.235 1.824
C 4.720 0.389 -0.452
H 4.498 0.551 -1.515
H 4.109 1.081 0.140
H 5.778 0.641 -0.276
C 5.418 -1.969 -0.852
H 6.457 -1.778 -0.541
H 5.226 -3.035 -0.699
H 5.362 -1.763 -1.926
C 0.628 -3.326 -0.213
H 0.630 -3.467 -1.304
H 0.209 -4.241 0.238
H -0.053 -2.491 0.032
C 1.933 -2.993 1.884
H 1.216 -2.204 2.169
H 1.563 -3.948 2.294
H 2.901 -2.775 2.357
C 2.973 -4.249 -0.070
H 3.113 -4.295 -1.159
H 3.959 -4.194 0.405
H 2.529 -5.209 0.239
Cr 0.961 0.060 0.041
C 2.095 0.896 1.361
O 2.652 1.480 2.214
N -0.793 -0.369 -0.369
C -1.436 0.233 -1.417
C -2.172 -0.755 -2.345
C -2.867 -1.848 -1.800
C -1.966 -0.717 -3.741
C -3.396 -2.857 -2.621
H -2.894 -1.964 -0.720
C -2.502 -1.732 -4.554
H -1.319 0.057 -4.191
C -3.235 -2.788 -4.010
H -3.893 -3.713 -2.157
H -2.304 -1.729 -5.638
H -3.656 -3.572 -4.651
C -0.512 0.031 6.191
N 0.034 -0.259 4.874
C 1.453 -0.563 4.812
C -0.743 -0.342 3.765
C -2.241 -0.379 3.984
O -0.234 -0.393 2.620
H 0.319 0.345 6.836
H -1.007 -0.851 6.638
H -1.254 0.845 6.151
H 1.662 -1.476 5.383
H 1.781 -0.702 3.788
H 2.026 0.256 5.260
H -2.617 0.587 4.363
H -2.718 -0.600 3.019
H -2.519 -1.167 4.707



No. 2
# C3H8N2O2

C3H8N2O2 in the gas phase at a distorted geometry (wB97M-V/def2-TZVPD, the OMol25 dataset).

Its largest force on an atom is 0.075 hartree/bohr. The frontier orbital gap is 7.67 eV. The calculation puts the molar mass at 104.11 g/mol. The lowest unoccupied orbital energy comes out at 0.613 eV. The value obtained for the energy is -378.9200 Ha. Its energy above the lowest of the compared OMol25 structures with the same formula, charge and spin is 6.015 eV.

Cartesian coordinates (Å):
C 0.998 -1.285 0.402
C 0.778 0.849 -0.673
C -0.995 -0.583 -0.544
N -0.681 0.801 -0.518
N 1.449 0.128 0.428
O -1.080 1.364 0.803
O -2.112 -1.073 0.109
H 0.813 -2.023 1.274
H 1.315 -1.740 -0.476
H 0.983 0.307 -1.572
H 1.268 1.776 -0.711
H -0.911 -0.833 -1.608
H -2.263 -0.522 0.868
H 1.418 0.486 1.413
H -0.978 2.348 0.805



Look up the energy of the second one.
-378.9200 Ha



Number 1 is which compound?
C35H56CrN3O2P2



Which formula does entry 1 have?
C35H56CrN3O2P2